[1]
This record from the OMol25 dataset describes a structure of composition C41H65F3N11O9SV. The level of theory is ωB97M-V/def2-TZVPD.

Calculated values
**Lowest unoccupied orbital energy (spin up / spin down)**: -0.79 / -0.04 eV
**Spin multiplicity**: 3

```
131
C41H65F3N11O9SV ωB97M-V/def2-TZVPD
V 1.01 0.12 -3.45
N 0.33 1.36 -5.70
O 0.27 1.99 -6.71
O 0.23 1.87 -4.54
O 0.57 0.11 -5.65
N 0.59 -2.43 -3.75
O 0.34 -3.52 -4.16
O -0.31 -1.62 -3.38
O 1.74 -1.86 -3.79
C -0.90 -0.79 0.03
F -0.27 -1.61 0.87
F -1.53 -1.50 -0.90
F -1.76 -0.01 0.68
S 0.39 0.29 -0.75
O 0.96 1.15 0.24
O 1.39 -0.59 -1.41
O -0.11 0.95 -1.98
N 4.24 -3.60 -1.41
C 3.22 -2.95 -0.79
C 3.76 -1.92 -0.05
C 5.16 -1.90 -0.34
C 5.43 -2.97 -1.15
H 4.13 -4.40 -2.01
H 2.21 -3.27 -0.96
H 3.25 -1.13 0.47
H 5.89 -1.18 -0.03
H 6.31 -3.27 -1.70
N -3.13 -0.69 -4.81
C -3.03 0.29 -5.77
C -2.89 1.48 -5.12
C -2.85 1.22 -3.71
C -3.05 -0.13 -3.57
H -3.30 -1.66 -5.00
H -3.13 0.01 -6.80
H -2.71 2.45 -5.55
H -2.74 1.93 -2.90
H -3.05 -0.73 -2.68
N 2.51 -4.39 3.84
C 1.44 -4.55 4.68
C 0.30 -4.40 3.94
C 0.71 -4.19 2.59
C 2.07 -4.25 2.56
H 3.48 -4.44 4.11
H 1.60 -4.76 5.73
H -0.69 -4.48 4.36
H -0.02 -4.08 1.80
H 2.75 -4.23 1.72
N -1.86 4.18 -1.41
C -3.23 4.27 -1.45
C -3.74 3.51 -0.42
C -2.62 2.97 0.28
C -1.47 3.46 -0.30
H -1.24 4.62 -2.06
H -3.73 4.72 -2.28
H -4.78 3.34 -0.21
H -2.76 2.30 1.11
H -0.44 3.32 -0.04
N 1.81 -1.16 5.00
C 1.42 -0.96 3.71
C 2.16 0.07 3.22
C 3.04 0.52 4.23
C 2.82 -0.29 5.32
H 1.42 -1.84 5.63
H 0.66 -1.55 3.24
H 2.21 0.40 2.20
H 3.77 1.31 4.13
H 3.30 -0.36 6.28
N -2.49 -0.84 5.11
C -2.22 -1.30 3.85
C -2.52 -2.63 3.81
C -3.01 -2.99 5.10
C -2.93 -1.87 5.88
H -2.36 0.12 5.36
H -1.82 -0.66 3.08
H -2.52 -3.22 2.91
H -3.31 -3.98 5.39
H -3.12 -1.72 6.93
N 4.69 3.53 0.59
C 5.94 3.17 0.17
C 6.14 1.86 0.51
C 4.96 1.40 1.16
C 4.09 2.45 1.19
H 4.21 4.39 0.41
H 6.62 3.86 -0.31
H 7.07 1.35 0.31
H 4.82 0.40 1.54
H 3.06 2.55 1.51
C -7.10 2.12 0.99
C -6.15 1.66 2.08
N -6.40 0.32 2.58
C -5.78 0.02 3.86
C -6.64 -0.96 4.64
C -6.17 -0.69 1.56
C -4.75 -0.80 0.99
H -8.14 1.88 1.22
H -6.89 1.62 0.04
H -7.03 3.20 0.84
H -5.10 1.80 1.76
H -6.21 2.36 2.92
H -4.78 -0.41 3.72
H -5.64 0.94 4.43
H -6.11 -1.28 5.55
H -7.58 -0.51 4.93
H -6.80 -1.91 4.12
H -6.82 -0.52 0.70
H -6.53 -1.63 1.98
H -4.01 -0.73 1.80
H -4.52 -0.01 0.28
H -4.61 -1.78 0.53
C 5.45 0.26 -3.15
C 3.96 -0.10 -3.15
N 3.01 1.04 -3.42
C 3.36 1.66 -4.73
C 3.64 0.71 -5.89
C 3.20 2.05 -2.34
C 2.17 3.18 -2.34
H 5.84 0.59 -4.11
H 6.01 -0.64 -2.90
H 5.66 0.98 -2.36
H 3.77 -0.94 -3.81
H 3.76 -0.42 -2.13
H 2.59 2.39 -4.96
H 4.23 2.32 -4.61
H 4.53 0.12 -5.73
H 2.81 0.03 -6.09
H 3.77 1.32 -6.79
H 4.20 2.48 -2.42
H 3.20 1.52 -1.39
H 1.18 2.79 -2.56
H 2.44 3.95 -3.06
H 2.13 3.64 -1.36
```

---

[2]
This record from the OMol25 dataset describes a structure of composition C21H45AsCl2N2O2Si3TcTe. The level of theory is ωB97M-V/def2-TZVPD.

Calculated values
**Lowest unoccupied orbital energy (spin up / spin down)**: 0.48 / 0.23 eV
**Spin multiplicity**: 2

```
78
C21H45AsCl2N2O2Si3TcTe ωB97M-V/def2-TZVPD
Tc 0.41 -0.56 0.01
N 1.57 -1.74 1.45
N 2.34 -0.85 2.23
C 2.66 0.39 1.64
O 3.53 1.08 2.14
O 1.94 0.70 0.60
H 0.95 -2.27 2.06
H 2.17 -2.37 0.93
H 3.10 -1.25 2.75
C -1.24 4.77 -0.97
Si -0.27 3.42 -0.11
C 1.53 3.89 -0.02
C -0.96 3.08 1.58
As -0.46 1.40 -1.35
Si 0.96 1.69 -3.20
C 0.85 3.42 -3.90
C 2.69 1.30 -2.59
C 0.46 0.46 -4.52
Si -2.66 1.29 -2.18
C -2.91 -0.48 -2.72
C -2.87 2.49 -3.60
C -3.85 1.72 -0.81
H -1.13 5.70 -0.41
H -2.31 4.55 -1.01
H -0.89 4.94 -1.98
H 1.64 4.76 0.64
H 1.94 4.16 -0.99
H 2.12 3.07 0.40
H -0.92 3.99 2.18
H -0.38 2.30 2.09
H -2.00 2.74 1.54
H 1.17 4.18 -3.19
H -0.17 3.66 -4.21
H 1.49 3.49 -4.79
H 3.00 1.96 -1.78
H 3.41 1.37 -3.41
H 2.71 0.27 -2.21
H -0.52 0.68 -4.94
H 0.44 -0.56 -4.12
H 1.18 0.47 -5.34
H -2.23 -0.76 -3.53
H -3.94 -0.63 -3.05
H -2.71 -1.13 -1.87
H -2.21 2.26 -4.44
H -2.67 3.52 -3.28
H -3.90 2.45 -3.97
H -3.79 1.00 0.00
H -4.88 1.69 -1.20
H -3.68 2.72 -0.40
C 0.31 -1.87 -1.26
H 0.88 -1.62 -2.17
H -0.12 -2.87 -1.26
C 0.05 -5.42 5.48
C -0.40 -4.37 4.49
C -0.91 -4.73 3.26
C -1.35 -3.78 2.34
C -1.94 -4.26 1.04
C -1.26 -2.42 2.66
Te -1.83 -0.92 1.25
C -0.74 -2.04 3.92
C -0.64 -0.59 4.33
C -0.32 -3.02 4.81
H 0.08 -6.41 5.03
H -0.62 -5.46 6.34
H 1.05 -5.19 5.86
H -0.98 -5.78 3.00
H -1.74 -5.32 0.88
H -1.56 -3.69 0.19
H -3.03 -4.12 1.04
H -0.01 -0.03 3.63
H -0.20 -0.51 5.32
H -1.62 -0.12 4.34
H 0.07 -2.72 5.77
Cl 5.31 -0.41 0.05
C 5.35 -1.43 -1.38
Cl 3.86 -2.41 -1.52
H 6.19 -2.11 -1.33
H 5.40 -0.80 -2.26
```

---

[3]
This record from the OMol25 dataset describes a cluster of 2 separate species, C3H5I2N in total. The level of theory is ωB97M-V/def2-TZVPD.

Calculated values
**Lowest unoccupied orbital energy (spin up / spin down)**: -2.05 / -3.20 eV

```
11
C3H5I2N ωB97M-V/def2-TZVPD
C -0.04 0.61 0.69
C -0.27 -1.19 -0.70
C -0.25 0.24 -0.55
N -0.01 0.92 1.85
I 3.24 0.88 -0.26
I -2.68 1.07 -0.46
H -0.49 -1.46 0.31
H -0.82 -1.58 -1.50
H 0.82 -1.58 -0.82
H 0.01 0.99 -1.28
H 0.48 1.10 2.72
```

---

[4]
This record from the OMol25 dataset describes an isolated molecule of CH2O2. The level of theory is ωB97M-V/def2-TZVPD.

Calculated values
**SMILES**: C1OO1
**Lowest unoccupied orbital energy**: 1.10 eV

```
5
CH2O2 ωB97M-V/def2-TZVPD
C -0.18 -0.15 -0.16
O 0.91 0.64 -0.11
O 0.31 0.24 1.07
H -0.99 0.42 -0.58
H -0.05 -1.15 -0.22
```

---

[5]
This record from the OMol25 dataset describes a cluster of 2 separate species, C3H8NS in total. The level of theory is ωB97M-V/def2-TZVPD.

Calculated values
**Charge**: -1
**Lowest unoccupied orbital energy**: 4.04 eV

```
13
C3H8NS ωB97M-V/def2-TZVPD
C 1.97 1.26 -1.34
S 1.50 -0.50 -1.22
H 3.06 1.36 -1.29
H 1.53 1.86 -0.55
H 1.68 1.68 -2.29
C -2.93 0.17 1.61
C -1.90 -0.37 0.93
N -0.57 -0.36 1.29
H -2.72 0.72 2.52
H -3.93 -0.01 1.27
H -2.09 -0.83 -0.03
H -0.45 0.10 2.18
H 0.08 -0.19 0.50
```

---

[6]
This record from the OMol25 dataset describes the ion C10H12NO with charge +1. The level of theory is ωB97M-V/def2-TZVPD.

Calculated values
**Charge**: +1
**Lowest unoccupied orbital energy (spin up / spin down)**: -3.13 / -7.01 eV
**Spin multiplicity**: 3

```
24
C10H12NO ωB97M-V/def2-TZVPD
C 0.65 -1.81 0.87
C -0.65 -1.84 0.50
C 1.47 -0.50 -1.06
C 2.66 0.22 -1.17
C 1.53 -0.84 0.32
C -1.25 -0.69 -0.23
C 2.70 -0.38 0.85
C -2.27 -0.91 -1.25
C -1.41 2.50 1.26
C -0.69 1.67 0.26
N -0.88 0.45 0.17
O 3.38 0.32 -0.09
H 1.13 -2.53 1.46
H -1.34 -2.70 0.79
H 0.64 -0.53 -1.66
H 3.10 0.67 -2.03
H -3.30 -0.63 -0.95
H -2.04 -0.35 -2.24
H -2.04 -1.84 -1.63
H -2.04 3.28 0.77
H -2.02 1.98 1.93
H 3.20 -0.63 1.69
H 0.15 2.03 -0.51
H -0.69 3.07 1.95
```